Arrangement one

{
  "formula": "C2H4N6",
  "method": "ωB97M-V/def2-TZVPD",
  "species": ["H", "N", "C", "N", "N", "C", "N", "H", "N", "N", "H", "H"],
  "xyz": [[2.628, 1.884, -0.443], [2.172, 1.411, 0.432], [1.161, 0.686, 0.153], [0.731, 0.453, -1.127], [-0.364, -0.265, -1.239], [-1.325, -0.350, -0.138], [-2.513, -0.487, -0.105], [-3.094, 0.185, -0.844], [-0.462, -1.250, 0.698], [0.668, -0.267, 1.030], [-1.027, -1.407, 1.533], [0.859, 0.150, 1.840]],
  "mulliken_charge": [0.290, -0.642, 0.567, -0.188, -0.163, 0.324, -0.470, 0.321, -0.392, -0.154, 0.303, 0.204],
  "spin_multiplicity": 1,
  "gap_ev": 8.110,
  "homo_energy_ha": -0.34314
}

***

Arrangement two

{
  "formula": "C2H4N6",
  "method": "ωB97M-V/def2-TZVPD",
  "species": ["H", "N", "C", "N", "N", "C", "N", "N", "N", "H", "H", "H"],
  "xyz": [[1.215, -1.714, -1.012], [1.890, -1.111, -0.293], [1.131, -0.168, -0.001], [1.498, 1.152, 0.248], [-0.427, -0.070, -0.159], [-1.431, -0.981, 0.357], [-2.623, -0.524, 0.082], [-2.412, 0.700, -0.291], [-1.120, 1.165, -0.344], [0.879, 2.040, 0.874], [2.455, 1.566, -0.064], [-1.053, -2.054, 0.603]],
  "mulliken_charge": [0.284, -0.571, 0.408, -0.481, 0.223, 0.032, -0.268, -0.282, -0.256, 0.333, 0.259, 0.319],
  "spin_multiplicity": 1,
  "gap_ev": 10.252,
  "homo_energy_ha": -0.37614
}

***

Arrangement three

{
  "formula": "C2H4N6",
  "method": "ωB97M-V/def2-TZVPD",
  "species": ["H", "N", "C", "N", "N", "N", "C", "N", "H", "N", "H", "H"],
  "xyz": [[1.745, -1.395, -0.462], [2.462, -0.615, -0.436], [1.950, 0.483, 0.057], [0.553, 0.548, 0.392], [-0.131, 1.618, -0.116], [-1.309, 1.335, -0.304], [-1.612, 0.097, -0.042], [-2.768, -0.479, -0.177], [-2.795, -1.446, -0.089], [-0.305, -0.454, 0.169], [2.532, 1.359, 0.071], [-0.323, -1.052, 0.937]],
  "mulliken_charge": [0.319, -0.576, 0.041, 0.531, -0.351, -0.279, 0.565, -0.646, 0.209, -0.453, 0.406, 0.233],
  "spin_multiplicity": 1,
  "gap_ev": 8.912,
  "homo_energy_ha": -0.34542
}

***

Most favorable structure: arrangement three. The second most favorable one is 0.0258 hartree above it.

***

Arrangement one

{
  "formula": "C2HN4S",
  "method": "ωB97M-V/def2-TZVPD",
  "species": ["C", "C", "N", "N", "N", "N", "S", "H"],
  "xyz": [[1.031, -0.314, -0.681], [-0.143, 0.263, -0.431], [2.940, -1.249, -0.369], [1.878, -0.975, 0.261], [1.794, -0.251, -1.879], [2.890, -0.789, -1.672], [-2.120, 1.061, -2.428], [-0.608, 0.417, 0.624]],
  "mulliken_charge": [0.496, -0.516, -0.263, -0.198, -0.069, -0.309, -0.396, 0.254],
  "spin_multiplicity": 1,
  "gap_ev": [6.749, 6.850],
  "homo_energy_ha": [-0.16424, -0.16601],
  "charge": -1
}

***

Arrangement two

{
  "formula": "C2HN4S",
  "method": "ωB97M-V/def2-TZVPD",
  "species": ["C", "C", "N", "N", "N", "N", "S", "H"],
  "xyz": [[-1.245, 0.936, 0.477], [-1.053, -0.330, 0.030], [1.322, -0.270, -1.045], [-1.392, 2.046, 0.729], [2.119, -0.229, -0.214], [2.909, -0.240, 0.622], [-1.772, -0.774, -1.366], [-0.887, -1.139, 0.767]],
  "mulliken_charge": [0.579, -0.404, -0.644, -0.419, 0.512, -0.628, -0.261, 0.265],
  "spin_multiplicity": 1,
  "gap_ev": [5.694, 5.705],
  "homo_energy_ha": [-0.12717, -0.12745],
  "charge": -1
}

***

Most favorable structure: arrangement two. The second most favorable one is 0.1050 hartree above it.

***

Arrangement one

{
  "formula": "C4H4ClNOS",
  "method": "ωB97M-V/def2-TZVPD",
  "species": ["S", "N", "C", "O", "C", "C", "C", "Cl", "H", "H", "H", "H"],
  "xyz": [[-2.316, -0.685, 0.052], [-0.888, -1.401, -0.159], [0.223, -0.839, 0.006], [1.348, -1.580, -0.158], [2.474, -0.694, 0.125], [1.952, 0.647, 0.067], [0.663, 0.669, 0.063], [-0.364, 2.029, -0.082], [-2.128, 0.633, 0.876], [2.838, -0.974, 1.079], [3.454, -0.840, -0.534], [2.633, 1.407, -0.049]],
  "mulliken_charge": [-0.150, -0.411, 0.523, -0.375, -0.303, -0.631, 0.430, -0.162, 0.083, 0.241, 0.270, 0.485],
  "spin_multiplicity": 1,
  "gap_ev": 8.525,
  "homo_energy_ha": -0.29658
}

***

Arrangement two

{
  "formula": "C4H4ClNOS",
  "method": "ωB97M-V/def2-TZVPD",
  "species": ["C", "C", "C", "C", "H", "H", "H", "H", "N", "O", "S", "Cl"],
  "xyz": [[0.590, -1.125, -0.161], [-0.900, -1.151, -0.024], [-1.414, 0.112, -0.098], [-0.192, 1.082, -0.350], [2.043, 1.854, 0.908], [0.775, -1.308, 0.969], [1.108, -1.764, -0.897], [-1.508, -2.090, 0.082], [0.832, 0.264, -0.475], [2.063, 0.822, 0.189], [-0.405, 2.674, -0.133], [-2.992, 0.630, -0.009]],
  "mulliken_charge": [-0.296, -0.408, 0.108, 0.110, 0.366, 0.223, 0.352, 0.358, 0.187, -0.514, -0.324, -0.162],
  "spin_multiplicity": 1,
  "gap_ev": 8.526,
  "homo_energy_ha": -0.32321
}

***

Most favorable structure: arrangement one. The second most favorable one is 0.0647 hartree above it.

***

Arrangement one

{
  "formula": "C18H21NO3",
  "method": "ωB97M-V/def2-TZVPD",
  "species": ["C", "O", "C", "C", "C", "C", "C", "O", "N", "C", "C", "C", "C", "C", "C", "C", "C", "C", "C", "C", "O", "C", "H", "H", "H", "H", "H", "H", "H", "H", "H", "H", "H", "H", "H", "H", "H", "H", "H", "H", "H", "H", "H"],
  "xyz": [[-4.514, 3.224, -2.607], [-4.245, 2.502, -1.517], [-2.746, 2.289, -1.372], [-1.694, 2.647, -2.465], [-0.309, 2.438, -2.030], [0.194, 1.840, -0.817], [1.568, 1.525, -0.637], [2.411, 2.279, -1.360], [1.856, 0.483, 0.108], [3.143, 0.010, 0.400], [3.461, -1.178, -0.567], [2.428, -2.275, -0.708], [2.259, -2.681, 0.585], [2.962, -3.394, 1.594], [2.888, -3.681, 2.907], [1.508, -3.476, 3.311], [0.427, -3.092, 2.493], [0.857, -2.716, 1.083], [-0.971, 1.261, -0.023], [-2.300, 1.509, -0.172], [-3.083, 1.204, 0.840], [-4.511, 1.477, 1.174], [-5.684, 3.292, -2.625], [-4.132, 2.624, -3.300], [-3.983, 4.128, -2.673], [-2.028, 3.343, -3.096], [0.333, 2.648, -2.574], [0.880, -0.179, 0.407], [3.236, -0.447, 1.259], [3.841, 0.812, 0.322], [3.654, -0.711, -1.511], [4.334, -1.759, -0.454], [2.982, -2.987, -1.038], [1.589, -2.011, -1.168], [4.050, -3.551, 1.039], [3.384, -4.189, 3.591], [1.307, -3.854, 4.273], [-0.396, -2.871, 2.740], [0.032, -2.206, 0.566], [-0.682, 0.808, 0.879], [-4.756, 1.040, 2.011], [-4.420, 2.702, 0.815], [-5.129, 1.173, 0.316]],
  "mulliken_charge": [-1.017, -0.327, 0.634, -0.970, -1.118, 0.157, 0.509, -0.739, 0.062, -1.440, -0.719, -1.450, 1.057, -0.044, -1.043, -0.137, -1.401, -0.375, -0.575, 0.163, -0.484, -0.617, 0.208, 0.513, 0.371, 0.515, 1.048, -0.041, 0.687, 0.466, 0.504, 0.558, 0.530, 0.573, 0.036, 0.525, 0.369, 0.752, 0.508, 0.944, 0.345, 0.233, 0.233],
  "spin_multiplicity": 1,
  "gap_ev": 8.263,
  "homo_energy_ha": -0.30130
}

***

Arrangement two

{
  "formula": "C18H21NO3",
  "method": "ωB97M-V/def2-TZVPD",
  "species": ["C", "C", "C", "C", "C", "C", "O", "C", "C", "C", "C", "C", "C", "H", "H", "O", "C", "O", "C", "C", "C", "C", "N", "C", "H", "H", "H", "H", "H", "H", "H", "H", "H", "H", "H", "H", "H", "H", "H", "H", "H", "H", "H"],
  "xyz": [[-0.273, -6.133, 2.181], [-1.269, -5.529, 1.128], [-2.674, -5.545, 1.520], [-2.983, -4.584, 2.775], [-2.773, -3.011, 2.591], [-3.486, -2.198, 1.756], [-3.207, -0.730, 1.886], [-2.170, -0.418, 0.988], [-1.257, -1.102, 0.188], [-0.271, -0.456, -0.301], [0.164, 0.827, -0.179], [-0.806, 1.620, 0.525], [-2.136, 1.051, 1.232], [-2.561, 1.451, 1.942], [-0.809, 2.674, 0.712], [1.156, 1.569, -0.657], [0.919, 2.774, -1.215], [0.065, 3.458, -1.303], [2.354, 2.920, -1.905], [2.551, 4.285, -2.507], [3.664, 4.652, -3.211], [4.958, 3.850, -2.820], [4.791, 2.606, -2.181], [3.651, 2.365, -1.588], [3.518, 1.231, -1.400], [5.712, 3.950, -3.259], [3.653, 5.655, -3.638], [1.657, 4.738, -2.769], [0.533, -0.896, -0.874], [-1.404, -2.149, 0.214], [-4.457, -2.497, 1.969], [-3.435, -2.673, 0.572], [-2.659, -2.668, 3.694], [-1.615, -2.854, 2.385], [-2.387, -4.931, 3.597], [-3.835, -4.804, 3.024], [-3.319, -5.014, 0.532], [-2.871, -6.343, 1.897], [-1.076, -5.977, 0.119], [-0.606, -4.390, 0.893], [-0.700, -7.080, 2.511], [0.008, -5.433, 3.146], [0.757, -6.116, 1.679]],
  "mulliken_charge": [-1.109, -0.100, -0.828, -1.367, -0.218, -0.524, -0.408, 1.091, -0.365, -1.001, 0.447, -0.079, -1.242, 0.569, 0.365, -0.224, 0.542, -0.368, 0.160, -0.616, -0.342, -0.586, -0.536, 0.099, 0.252, 0.633, 0.368, 0.392, 0.350, 0.238, 0.482, 0.154, 0.265, 0.151, 0.499, 0.746, 0.130, 0.702, 0.457, -0.085, 0.324, 0.199, 0.383],
  "spin_multiplicity": 1,
  "gap_ev": 8.108,
  "homo_energy_ha": -0.30688
}

***

Most favorable structure: arrangement one. The second most favorable one is 0.0365 hartree above it.